# 1
{"formula": "C34H61AlNO5", "method": "the ωB97M-V functional and the def2-TZVPD basis", "multiplicity": 1, "e_tot_ev": -54572.23449, "total_charge": -1, "homo_lumo_gap_ev": 7.0, "species": ["C", "C", "O", "C", "C", "O", "C", "Al", "O", "C", "C", "C", "C", "C", "C", "C", "C", "C", "C", "C", "C", "C", "C", "C", "C", "C", "C", "C", "C", "C", "C", "C", "O", "C", "C", "C", "C", "C", "C", "N", "O", "H", "H", "H", "H", "H", "H", "H", "H", "H", "H", "H", "H", "H", "H", "H", "H", "H", "H", "H", "H", "H", "H", "H", "H", "H", "H", "H", "H", "H", "H", "H", "H", "H", "H", "H", "H", "H", "H", "H", "H", "H", "H", "H", "H", "H", "H", "H", "H", "H", "H", "H", "H", "H", "H", "H", "H", "H", "H", "H", "H", "H"], "xyz": [[-4.87, 6.90, 0.03], [-4.16, 6.22, -1.15], [-2.82, 5.99, -0.77], [-1.93, 6.24, -1.87], [-0.59, 5.59, -1.52], [-0.78, 4.23, -1.22], [-0.92, 3.41, -2.42], [0.39, 1.86, -2.41], [-0.09, 0.68, -3.69], [0.34, -0.60, -3.19], [1.74, -0.81, -3.83], [1.66, -1.23, -5.30], [1.07, -2.64, -5.57], [1.22, -3.62, -4.40], [-0.41, -2.52, -6.12], [-1.46, -3.34, -5.35], [-2.89, -3.10, -5.76], [-3.36, -2.40, -6.81], [-2.89, -1.03, -7.27], [-4.51, -3.01, -7.61], [0.25, -0.73, -1.62], [1.54, -1.19, -0.93], [1.60, -0.95, 0.57], [3.03, -1.16, 1.13], [2.95, -1.25, 2.66], [4.22, -0.80, 3.40], [4.12, -1.24, 4.89], [3.48, -0.17, 5.79], [2.64, -0.75, 6.96], [3.25, -0.44, 8.34], [2.32, -0.74, 9.52], [1.81, 0.51, 10.21], [1.13, 0.19, 11.42], [0.19, 1.20, 11.73], [-1.08, -1.38, -1.15], [-1.56, -1.03, 0.10], [-2.74, -1.59, 0.51], [-3.41, -2.46, -0.34], [-2.82, -2.74, -1.54], [-1.67, -2.24, -1.97], [0.07, 0.61, -1.15], [-4.22, 7.72, 0.36], [-4.95, 6.21, 0.87], [-5.84, 7.26, -0.30], [-4.69, 5.28, -1.35], [-4.23, 6.83, -2.06], [-1.77, 7.32, -2.00], [-2.38, 5.78, -2.75], [-0.15, 6.05, -0.62], [0.12, 5.74, -2.34], [-1.95, 3.04, -2.46], [-0.73, 4.00, -3.34], [1.94, 2.22, -2.20], [-0.31, -1.27, -3.76], [2.26, 0.15, -3.80], [2.39, -1.52, -3.31], [1.15, -0.47, -5.90], [2.69, -1.24, -5.68], [1.65, -3.07, -6.40], [0.93, -4.65, -4.66], [2.27, -3.65, -4.07], [0.62, -3.31, -3.54], [-0.68, -1.47, -6.02], [-0.41, -2.83, -7.17], [-1.22, -4.40, -5.47], [-1.38, -3.09, -4.28], [-3.65, -3.60, -5.14], [-2.46, -0.44, -6.46], [-2.14, -1.12, -8.07], [-3.75, -0.51, -7.71], [-4.25, -3.99, -8.02], [-4.89, -2.32, -8.37], [-5.34, -3.16, -6.91], [2.41, -0.70, -1.38], [1.69, -2.28, -1.09], [0.96, -1.67, 1.11], [1.31, 0.06, 0.87], [3.50, -2.04, 0.67], [3.61, -0.26, 0.88], [2.14, -0.59, 3.00], [2.65, -2.27, 2.94], [4.27, 0.29, 3.42], [5.12, -1.24, 2.95], [5.10, -1.51, 5.30], [3.50, -2.14, 4.98], [4.27, 0.44, 6.26], [2.85, 0.51, 5.21], [2.45, -1.82, 6.85], [1.66, -0.25, 6.93], [4.13, -1.09, 8.44], [3.62, 0.59, 8.35], [2.92, -1.26, 10.28], [1.49, -1.42, 9.28], [2.67, 1.15, 10.46], [1.12, 1.10, 9.57], [-0.61, 1.17, 10.98], [0.63, 2.20, 11.74], [-0.25, 1.03, 12.72], [-1.04, -0.35, 0.75], [-3.14, -1.31, 1.48], [-4.36, -2.89, -0.04], [-3.34, -3.44, -2.20]], "mulliken_charge": [-1.184, -0.287, -0.279, -0.330, -0.686, -0.309, -0.755, 0.870, -0.747, 1.625, -1.210, -1.793, 0.884, -1.567, -0.901, 0.707, -1.065, 0.937, -1.354, -1.424, 2.799, -1.466, -0.544, -0.703, -0.570, -0.848, -0.792, -0.624, -0.644, -0.618, -0.611, -0.504, -0.353, -0.726, -1.022, -1.258, -0.521, -0.848, -0.209, -0.047, -1.004, 0.303, 0.280, 0.363, 0.269, 0.378, 0.299, 0.370, 0.357, 0.376, 0.320, 0.361, -0.608, -0.603, 0.569, 0.480, 0.364, 0.409, 0.574, 0.434, 0.438, 0.142, -0.123, 0.573, 0.318, -0.111, 0.216, 0.184, 0.251, 0.535, 0.293, 0.392, 0.331, 0.602, 0.363, 0.320, 0.375, 0.360, 0.346, 0.269, 0.341, 0.365, 0.379, 0.385, 0.411, 0.379, 0.325, 0.398, 0.254, 0.208, 0.471, 0.278, 0.320, 0.253, 0.377, 0.311, 0.297, 0.257, 0.524, 0.398, 0.374, 0.309]}


# 2
{"formula": "C34H61BF7N6O17", "method": "the ωB97M-V functional and the def2-TZVPD basis", "multiplicity": 1, "e_tot_ev": -99681.14227, "total_charge": 1, "homo_lumo_gap_ev": 8.0, "species": ["C", "C", "C", "C", "N", "N", "B", "O", "C", "C", "C", "N", "C", "C", "C", "C", "F", "F", "F", "N", "C", "F", "F", "C", "F", "F", "N", "N", "C", "O", "H", "H", "H", "H", "H", "H", "H", "H", "H", "H", "H", "H", "H", "H", "H", "H", "H", "H", "H", "H", "H", "C", "C", "O", "C", "O", "O", "C", "H", "H", "H", "H", "H", "H", "H", "H", "C", "C", "O", "C", "O", "O", "C", "H", "H", "H", "H", "H", "H", "H", "H", "C", "C", "O", "C", "O", "O", "C", "H", "H", "H", "H", "H", "H", "H", "H", "C", "C", "O", "C", "O", "O", "C", "H", "H", "H", "H", "H", "H", "H", "H", "C", "C", "O", "C", "O", "O", "C", "H", "H", "H", "H", "H", "H", "H", "H"], "xyz": [[-3.13, -0.54, 3.08], [-2.47, -0.04, 1.68], [-1.34, -1.07, 1.15], [0.06, -0.98, 2.00], [1.16, -0.98, 0.98], [2.43, -0.76, 1.58], [3.07, -1.98, 2.19], [4.13, -2.65, 1.45], [2.69, -2.60, 3.67], [3.85, -2.29, 4.79], [2.89, 0.49, 1.51], [2.01, 1.48, 0.87], [2.88, 2.67, 0.97], [2.27, 4.03, 0.39], [0.85, 4.44, 1.11], [0.99, 5.67, 2.13], [-0.31, 6.23, 2.46], [1.76, 6.78, 1.62], [1.52, 5.21, 3.41], [4.14, 2.31, 1.62], [5.11, 3.41, 1.75], [6.40, 3.06, 2.25], [5.36, 4.14, 0.52], [4.52, 4.52, 2.81], [4.00, 3.86, 3.97], [5.69, 5.28, 3.24], [4.17, 0.97, 2.00], [5.24, 0.41, 2.67], [5.20, 0.73, 3.98], [5.19, 0.66, 5.22], [-3.22, -1.69, 3.10], [-2.48, -0.11, 3.93], [-4.18, -0.05, 3.12], [-3.33, -0.07, 0.89], [-2.04, 1.03, 1.72], [-1.72, -2.17, 1.18], [-1.18, -0.83, 0.02], [0.06, -1.95, 2.66], [0.10, -0.05, 2.69], [1.20, -1.91, 0.50], [3.84, -3.57, 1.24], [2.55, -3.73, 3.56], [1.71, -2.16, 4.10], [3.86, -3.23, 5.48], [4.87, -2.05, 4.34], [3.43, -1.43, 5.46], [1.98, 3.81, -0.72], [2.99, 4.92, 0.36], [0.47, 3.54, 1.73], [0.03, 4.68, 0.33], [3.81, 5.27, 2.32], [-2.55, 5.40, -4.40], [-2.94, 4.24, -3.50], [-2.45, 3.00, -4.02], [-1.14, 2.75, -3.82], [-0.36, 3.48, -3.24], [-0.84, 1.58, -4.41], [0.55, 1.25, -4.35], [-2.88, 5.21, -5.42], [-3.01, 6.33, -4.04], [-1.47, 5.54, -4.42], [-4.03, 4.15, -3.46], [-2.59, 4.39, -2.47], [0.93, 1.29, -3.32], [1.12, 1.92, -4.99], [0.67, 0.23, -4.72], [-1.40, -0.06, -7.83], [-0.86, 1.35, -7.68], [0.19, 1.61, -8.62], [-0.20, 1.87, -9.88], [-1.34, 1.92, -10.27], [0.90, 2.05, -10.63], [0.62, 2.24, -12.02], [-0.59, -0.79, -7.77], [-2.14, -0.28, -7.06], [-1.88, -0.19, -8.81], [-0.43, 1.47, -6.68], [-1.66, 2.10, -7.77], [-0.10, 3.04, -12.17], [0.25, 1.30, -12.46], [1.55, 2.51, -12.52], [-3.06, -4.95, 7.70], [-2.23, -5.15, 6.44], [-1.58, -3.93, 6.06], [-0.48, -3.61, 6.77], [0.00, -4.26, 7.67], [-0.02, -2.43, 6.31], [1.10, -1.93, 7.04], [-3.75, -4.11, 7.57], [-3.63, -5.85, 7.93], [-2.43, -4.71, 8.56], [-2.89, -5.43, 5.61], [-1.51, -5.96, 6.56], [1.90, -2.67, 7.11], [0.78, -1.62, 8.05], [1.48, -1.05, 6.52], [5.50, -1.92, -5.98], [5.92, -0.46, -6.03], [5.61, 0.11, -7.30], [4.32, 0.45, -7.49], [3.42, 0.31, -6.69], [4.20, 0.94, -8.74], [2.85, 1.24, -9.11], [5.93, -2.48, -6.81], [5.82, -2.38, -5.04], [4.41, -2.03, -6.06], [7.00, -0.39, -5.90], [5.46, 0.11, -5.22], [2.38, 1.90, -8.38], [2.28, 0.32, -9.22], [2.88, 1.76, -10.07], [-9.75, -5.20, 6.62], [-8.92, -5.40, 5.37], [-8.27, -4.18, 4.99], [-7.17, -3.86, 5.70], [-6.69, -4.52, 6.61], [-6.70, -2.68, 5.24], [-5.59, -2.18, 5.98], [-10.44, -4.36, 6.50], [-10.32, -6.10, 6.85], [-9.12, -4.96, 7.48], [-9.58, -5.67, 4.54], [-8.19, -6.21, 5.49], [-4.79, -2.93, 6.05], [-5.91, -1.87, 6.98], [-5.20, -1.31, 5.45]], "mulliken_charge": [-0.822, -0.467, -0.632, -0.062, -0.591, 0.412, 0.332, -0.602, 0.320, -1.033, 0.225, -0.363, 0.022, -0.642, -0.414, 0.772, -0.264, -0.240, -0.241, 0.543, 0.456, -0.269, -0.286, 0.457, -0.251, -0.291, 0.501, -1.078, 0.824, -0.351, 0.224, 0.226, 0.341, 0.316, 0.199, 0.312, 0.251, 0.052, 0.243, 0.338, 0.340, 0.344, -0.273, 0.247, 0.325, 0.177, 0.267, 0.513, 0.199, 0.263, 0.138, -1.138, -0.094, -0.374, 0.850, -0.578, -0.403, -0.801, 0.296, 0.381, 0.305, 0.310, 0.236, 0.408, 0.363, 0.211, -1.290, 0.283, -0.229, 0.596, -0.569, -0.198, -0.762, 0.308, 0.377, 0.420, -0.185, 0.358, 0.299, 0.329, 0.246, -0.970, -0.293, -0.244, 0.618, -0.560, -0.225, -0.734, 0.176, 0.359, 0.354, 0.280, 0.398, 0.275, 0.462, 0.135, -1.066, -0.161, -0.380, 0.741, -0.546, -0.347, -0.422, 0.303, 0.356, 0.271, 0.300, 0.275, 0.297, 0.275, 0.149, -1.086, -0.151, -0.371, 0.764, -0.553, -0.340, -0.264, 0.295, 0.353, 0.306, 0.295, 0.288, -0.079, 0.333, 0.170]}